# C5H17N2OPd

C5H17N2OPd as an isolated structure at a distorted geometry (wB97M-V/def2-TZVPD, the OMol25 dataset).

```
26
Properties=species:S:1:pos:R:3:forces:R:3
C 1.51110 -3.41529 0.50570 1.6862 -1.9669 0.7156
Pd 0.49516 -1.70596 -0.00450 0.8767 1.3126 -1.1624
N -1.09685 -2.77911 -0.95017 -0.5858 -0.8378 0.1035
H 1.43836 -1.16360 1.23515 -1.5541 -0.5817 0.0040
H 0.44767 -1.78146 1.58385 0.7326 0.8362 1.3025
H 2.12211 -3.09153 1.38904 -0.5232 -0.9409 -0.9722
H 2.13187 -3.64101 -0.39754 -0.4673 0.1113 0.6363
H 0.75032 -4.19827 0.73364 0.7916 0.5729 -0.0792
H -1.11284 -2.37967 -1.87869 -0.2477 -0.1543 -0.2429
H -1.97512 -2.57318 -0.48758 -0.1246 -0.0724 -0.1837
H -0.96220 -3.79167 -0.98721 -0.1748 0.4102 -0.1802
C 0.04823 3.36997 0.33699 0.2969 -1.0217 0.6748
N -0.06372 1.90458 0.34468 2.1244 2.9580 6.3859
C 0.20881 1.28039 1.65555 -0.1641 0.1890 -0.5615
C -0.47712 1.21277 -0.71289 -1.5366 -0.8061 -5.5133
C -0.90688 1.96338 -1.92825 -0.2522 -0.8469 0.0892
O -0.62263 -0.07790 -0.66482 -0.0769 -0.0166 0.5224
H 0.39693 3.60006 1.34635 -0.0894 0.5195 -0.4024
H -0.90126 3.85788 0.10713 -0.2124 -0.2252 0.1861
H 0.74518 3.72863 -0.42239 0.1927 -0.2730 -0.0707
H -0.02443 0.20638 1.67929 -0.4785 0.9158 -0.0185
H 1.28249 1.32999 1.85092 0.2043 0.2753 -0.0552
H -0.28295 1.89197 2.42618 -0.0233 -0.4474 -0.1221
H -0.28860 1.66392 -2.76579 0.2806 0.2773 -0.4794
H -1.87492 1.53555 -2.12938 -0.7853 0.2539 -0.5811
H -0.98874 3.05319 -1.86524 0.1100 -0.4410 0.0042
```
Positions in Å, forces in eV/Å.

Values from the calculation:
- LUMO (alpha / beta): -3.1 / -7.0 eV
- 2S+1: 5
- HOMO (alpha / beta): -8.6 / -13.8 eV
- ⟨S²⟩: 6.01
- M: 227.62 g/mol
- Electronic energy: -512.7258 Ha
- Net charge: +1
- HOMO-LUMO gap (alpha / beta): 5.5 / 6.8 eV